{"formula": "C42H59BrCdNO4P", "method": "ωB97M-V with the def2-TZVPD basis set", "symbols": ["Cd", "C", "C", "C", "C", "C", "C", "C", "Br", "C", "O", "C", "C", "C", "C", "C", "C", "H", "H", "H", "H", "H", "H", "H", "H", "H", "H", "H", "H", "H", "H", "H", "H", "H", "H", "H", "H", "O", "C", "O", "C", "C", "C", "C", "C", "C", "C", "C", "C", "N", "H", "H", "H", "H", "H", "H", "O", "P", "C", "C", "C", "C", "C", "C", "C", "C", "C", "C", "C", "C", "C", "C", "C", "C", "C", "C", "H", "H", "H", "H", "H", "H", "H", "H", "H", "H", "H", "H", "H", "H", "H", "H", "H", "H", "H", "H", "H", "H", "H", "H", "H", "H", "H", "H", "H", "H", "H", "H", "H"], "coordinates": [[-0.348, 0.223, 0.283], [1.144, 7.360, 1.145], [1.706, 6.761, -0.154], [3.241, 6.754, -0.055], [1.325, 7.691, -1.315], [1.207, 5.323, -0.331], [1.828, 4.289, 0.227], [1.209, 2.976, -0.099], [2.726, 1.806, -0.723], [-1.212, 2.673, -0.926], [-1.375, 1.376, -1.152], [-2.063, 3.564, -0.386], [-1.354, 4.864, -0.059], [-3.526, 3.309, -0.039], [-3.642, 2.372, 1.174], [-4.230, 2.660, -1.240], [-4.247, 4.620, 0.284], [1.611, 8.332, 1.327], [1.348, 6.712, 1.999], [0.065, 7.517, 1.079], [3.606, 7.784, -0.020], [3.686, 6.256, -0.919], [3.590, 6.253, 0.850], [1.868, 8.634, -1.204], [0.260, 7.928, -1.315], [1.586, 7.259, -2.284], [2.704, 4.327, 0.865], [-1.955, 5.735, -0.324], [-3.137, 1.425, 0.979], [-4.694, 2.157, 1.390], [-3.197, 2.821, 2.067], [-3.734, 1.732, -1.524], [-4.212, 3.333, -2.104], [-5.275, 2.442, -0.990], [-3.825, 5.108, 1.168], [-5.301, 4.415, 0.488], [-4.200, 5.318, -0.557], [-0.883, 1.941, 4.010], [-0.722, 1.590, 2.854], [-0.952, 0.432, 2.340], [-0.154, 2.657, 1.873], [-0.503, 4.049, 2.211], [-1.040, 4.977, 1.424], [-0.079, 4.834, -1.017], [-0.472, 5.536, -2.296], [-0.291, 5.010, -3.501], [0.316, 3.686, -3.667], [0.547, 2.909, -2.617], [0.148, 3.310, -1.222], [0.627, 2.185, 0.972], [-0.412, 4.245, 3.274], [-1.283, 5.924, 1.899], [-0.944, 6.507, -2.197], [-0.607, 5.554, -4.385], [0.533, 3.332, -4.669], [0.918, 1.904, -2.752], [-0.082, -1.925, -0.026], [1.028, -2.819, 0.515], [0.657, -4.565, 0.200], [0.308, -4.824, -1.293], [-1.204, -4.787, -1.517], [-1.884, -5.950, -0.777], [-1.153, -6.289, 0.535], [-0.490, -5.044, 1.123], [1.254, -2.518, 2.293], [2.207, -3.511, 3.013], [1.834, -3.666, 4.493], [1.477, -2.306, 5.092], [0.210, -1.720, 4.426], [-0.072, -2.352, 3.059], [2.613, -2.361, -0.246], [2.448, -1.965, -1.731], [3.830, -1.850, -2.369], [4.504, -3.234, -2.450], [4.021, -4.173, -1.331], [3.758, -3.389, -0.047], [1.569, -5.114, 0.452], [0.692, -5.807, -1.578], [0.793, -4.101, -1.946], [-1.423, -4.840, -2.584], [-1.585, -3.826, -1.164], [-1.903, -6.834, -1.419], [-2.924, -5.691, -0.567], [-0.384, -7.048, 0.357], [-1.847, -6.715, 1.260], [-0.103, -5.253, 2.121], [-1.245, -4.259, 1.224], [1.720, -1.524, 2.280], [3.232, -3.138, 2.947], [2.199, -4.495, 2.533], [2.669, -4.122, 5.027], [0.983, -4.346, 4.600], [2.327, -1.630, 4.948], [1.331, -2.395, 6.169], [0.306, -0.639, 4.301], [-0.660, -1.880, 5.066], [-0.763, -1.714, 2.512], [-0.552, -3.322, 3.188], [2.870, -1.444, 0.298], [1.908, -1.028, -1.805], [1.865, -2.702, -2.285], [4.438, -1.164, -1.770], [3.750, -1.407, -3.363], [5.588, -3.117, -2.385], [4.295, -3.691, -3.420], [4.764, -4.950, -1.147], [3.104, -4.686, -1.637], [4.671, -2.854, 0.228], [3.547, -4.070, 0.779]], "forces_ev_per_angstrom": [[-0.11, -0.48, -0.25], [0.00, 0.04, 0.00], [-0.03, -0.01, -0.04], [-0.02, -0.02, 0.01], [0.04, -0.01, -0.01], [-0.06, 0.16, -0.11], [0.07, -0.12, 0.08], [-0.08, -0.12, 0.08], [-0.09, -0.10, 0.00], [0.15, -0.19, 0.16], [-0.05, 0.29, -0.29], [-0.12, 0.09, -0.03], [0.13, 0.00, 0.05], [0.05, -0.05, 0.06], [0.02, 0.04, -0.01], [0.02, 0.03, -0.03], [0.01, 0.01, 0.01], [-0.04, -0.03, -0.02], [-0.01, 0.02, -0.02], [0.05, -0.01, 0.01], [-0.01, -0.05, 0.01], [-0.01, 0.03, 0.04], [-0.01, 0.01, -0.04], [-0.04, -0.05, 0.01], [0.09, -0.03, -0.01], [-0.02, 0.05, 0.07], [-0.09, 0.01, -0.11], [0.03, 0.05, 0.00], [-0.01, -0.01, 0.00], [0.06, 0.02, 0.00], [-0.03, -0.02, -0.05], [-0.01, 0.02, 0.01], [-0.01, -0.06, 0.06], [0.09, 0.03, -0.03], [-0.02, -0.01, -0.04], [0.03, 0.02, 0.02], [-0.01, -0.03, 0.04], [0.01, -0.11, -0.09], [-0.08, -0.15, -0.22], [0.01, 0.54, 0.50], [0.20, -0.04, 0.03], [0.07, -0.09, 0.11], [-0.06, 0.00, -0.30], [-0.09, 0.08, 0.16], [-0.04, -0.02, 0.16], [0.08, -0.11, -0.14], [-0.04, 0.19, -0.08], [0.04, 0.01, 0.15], [-0.07, -0.13, 0.06], [-0.07, 0.41, -0.15], [-0.01, -0.01, -0.05], [-0.02, -0.06, -0.02], [-0.01, -0.08, -0.02], [0.02, -0.04, 0.06], [-0.01, 0.01, 0.06], [0.02, -0.02, 0.01], [0.11, 0.10, -0.05], [0.02, 0.13, 0.12], [-0.21, 0.01, -0.04], [-0.13, 0.05, 0.06], [0.06, -0.08, 0.11], [0.07, 0.05, 0.04], [0.01, 0.06, -0.07], [0.03, -0.09, -0.14], [-0.12, -0.16, 0.03], [-0.06, 0.06, 0.06], [-0.03, 0.11, -0.01], [-0.06, -0.03, -0.08], [0.09, -0.05, 0.00], [0.10, -0.07, 0.06], [0.00, -0.06, -0.16], [0.23, -0.09, 0.01], [0.01, -0.05, 0.05], [-0.04, 0.02, 0.06], [-0.01, 0.10, -0.03], [-0.05, 0.00, -0.06], [-0.01, -0.03, -0.01], [0.01, -0.01, 0.01], [-0.03, -0.09, 0.04], [-0.01, 0.02, -0.01], [0.01, -0.01, -0.01], [-0.02, 0.00, 0.01], [0.01, -0.01, 0.00], [-0.02, 0.02, 0.01], [0.00, -0.03, 0.00], [0.01, 0.05, 0.01], [0.03, 0.00, 0.02], [0.05, 0.06, 0.08], [0.00, -0.02, -0.05], [-0.03, 0.03, 0.02], [0.00, -0.01, 0.00], [0.03, 0.01, -0.01], [-0.03, -0.02, 0.01], [0.02, 0.03, -0.01], [-0.04, -0.06, 0.04], [0.02, 0.03, -0.01], [0.02, -0.10, 0.05], [0.03, -0.05, 0.00], [0.05, 0.05, -0.02], [-0.10, 0.17, 0.02], [0.07, 0.10, 0.03], [-0.03, -0.03, -0.04], [0.02, 0.01, 0.01], [-0.02, -0.01, -0.02], [0.01, 0.00, 0.00], [0.00, -0.03, -0.01], [0.03, 0.01, 0.01], [-0.03, 0.00, 0.03], [0.03, 0.04, -0.03]], "mulliken_charge": [2.18, -1.68, 2.35, -1.76, -1.79, -0.54, -1.15, -0.20, -0.15, -0.23, -1.49, -0.53, -0.22, 2.03, -1.58, -1.68, -1.97, 0.55, 0.23, 0.27, 0.45, 0.40, 0.34, 0.48, 0.31, 0.33, 0.40, 1.28, -0.05, 0.61, 0.24, 0.23, 0.39, 0.44, 0.28, 0.47, 0.34, -0.71, 0.27, -0.64, 1.02, -1.30, -1.03, 2.14, -1.24, -1.19, -0.91, -0.87, 2.98, -0.77, 0.53, 0.89, 0.52, 0.42, 0.44, 0.35, -1.64, 0.54, 0.30, -0.55, -0.86, -0.74, -1.08, -0.80, 0.58, -0.94, -0.99, -0.87, -0.35, -1.36, 0.54, -0.14, -0.93, -0.92, -0.56, -1.14, 0.90, 0.54, -0.05, 0.55, 0.11, 0.33, 0.34, 0.34, 0.46, 0.26, 0.36, 0.52, 0.37, 0.22, 0.53, 0.28, 0.36, 0.49, -0.21, 0.49, 0.53, 0.40, 0.39, -0.11, 0.09, 0.27, 0.52, 0.35, 0.33, 0.54, 0.01, 0.57, 0.37], "multiplicity": 1, "energy_ev": -138089.065, "largest_force_ev_per_a": 0.7, "homo_lumo_gap_ev": 7.7}



{"formula": "C5H8O", "method": "ωB97M-V with the def2-TZVPD basis set", "symbols": ["C", "C", "C", "C", "C", "O", "H", "H", "H", "H", "H", "H", "H", "H"], "coordinates": [[-0.750, -0.679, -0.127], [-1.386, 0.591, 0.243], [-0.168, 1.513, 0.333], [1.048, 0.951, 0.194], [1.164, -0.494, 0.239], [0.148, -1.151, 0.831], [-0.086, -2.333, -1.067], [-0.399, -0.656, -1.153], [-2.100, 0.892, -0.530], [-1.913, 0.535, 1.207], [-0.293, 2.539, 0.645], [1.961, 1.536, 0.145], [2.119, -1.027, 0.223], [0.654, -2.217, -1.183]], "forces_ev_per_angstrom": [[-0.57, 0.35, 0.07], [0.08, 0.24, 0.06], [0.01, 0.30, 0.20], [-0.04, 0.00, 0.25], [0.56, 0.62, 0.43], [-0.22, -0.08, -0.10], [0.69, -0.68, -0.41], [-0.23, -0.59, 0.02], [0.15, 0.08, 0.14], [0.15, 0.13, -0.10], [0.03, 0.16, -0.01], [-0.10, -0.01, 0.12], [-0.35, 0.16, -0.35], [-0.15, -0.68, -0.31]], "mulliken_charge": [-0.55, -0.56, -0.48, -0.37, -0.19, -0.24, 0.20, 0.48, 0.30, 0.29, 0.37, 0.39, 0.46, -0.12], "multiplicity": 1, "energy_ev": -7356.448, "largest_force_ev_per_a": 1.1, "homo_lumo_gap_ev": [8.0, 7.8]}



{"formula": "C6H7N3O2", "method": "ωB97M-V with the def2-TZVPD basis set", "symbols": ["C", "C", "C", "C", "C", "C", "H", "H", "H", "H", "H", "H", "H", "N", "N", "N", "O", "O"], "coordinates": [[-2.725, 0.358, 0.848], [-1.434, -1.327, -0.610], [-0.038, -0.909, -0.218], [1.983, -0.470, 0.105], [3.413, -0.745, 0.202], [1.382, 0.755, -0.085], [-4.066, 0.303, 1.114], [-1.812, 0.356, 1.988], [-2.382, 1.179, -0.249], [-1.629, -2.468, -0.991], [-1.545, -0.621, -1.563], [2.736, 2.538, -0.148], [1.221, 2.608, -0.823], [1.123, -1.557, -0.105], [4.433, -1.563, 0.573], [1.746, 2.161, -0.049], [-2.558, -1.045, 0.262], [0.154, 0.446, -0.252]], "forces_ev_per_angstrom": [[0.34, -1.56, -1.14], [-1.77, 0.14, -2.42], [1.81, -1.76, -0.10], [3.22, -0.18, -1.01], [8.44, -8.37, 4.26], [3.80, 0.60, 0.91], [4.72, 0.65, -0.59], [-3.18, 0.60, -3.68], [-1.19, -2.16, 4.00], [1.09, 2.95, 1.26], [-0.23, -1.49, 1.48], [-1.55, -1.81, 0.39], [0.25, -0.23, 0.88], [-2.59, 2.50, 0.83], [-9.54, 8.33, -3.87], [-0.31, -0.67, -1.36], [0.83, 1.52, 0.68], [-4.13, 0.93, -0.51]], "mulliken_charge": [-0.43, -0.49, 0.69, 0.38, -0.18, 0.49, 0.25, 0.21, 0.19, 0.27, 0.23, 0.29, 0.27, -0.59, -0.45, -0.54, -0.34, -0.22], "multiplicity": 1, "energy_ev": -14892.585, "largest_force_ev_per_a": 13.2, "homo_lumo_gap_ev": 9.0}



{"formula": "C27H25N8OReSe", "method": "ωB97M-V with the def2-TZVPD basis set", "symbols": ["Re", "O", "C", "N", "C", "C", "C", "C", "C", "C", "N", "C", "C", "C", "C", "C", "N", "H", "H", "H", "H", "H", "H", "H", "H", "H", "H", "N", "C", "C", "C", "C", "C", "C", "C", "N", "C", "C", "N", "C", "H", "H", "H", "H", "H", "H", "H", "C", "N", "C", "C", "N", "C", "C", "Se", "H", "H", "H", "H", "H", "H", "H", "H"], "coordinates": [[0.506, -0.283, 0.107], [-3.414, -1.380, 0.344], [-2.225, -1.352, 0.399], [-1.443, -0.212, 0.115], [-2.085, 1.104, 0.201], [-1.214, 1.938, 1.097], [-1.615, 3.125, 1.675], [-0.744, 3.786, 2.525], [0.517, 3.246, 2.773], [0.872, 2.082, 2.144], [0.020, 1.431, 1.319], [-1.355, -2.458, 0.896], [-1.822, -3.673, 1.326], [-0.915, -4.558, 1.902], [0.419, -4.184, 2.022], [0.824, -2.957, 1.539], [-0.059, -2.108, 0.986], [-3.083, 0.987, 0.625], [-2.209, 1.564, -0.782], [-2.607, 3.511, 1.477], [-1.046, 4.710, 3.000], [1.211, 3.726, 3.448], [1.843, 1.632, 2.301], [-2.879, -3.893, 1.233], [-1.249, -5.521, 2.268], [1.143, -4.838, 2.490], [1.855, -2.634, 1.605], [10.230, 4.478, -0.322], [9.147, 4.105, -0.412], [7.791, 3.624, -0.532], [6.751, 4.517, -0.775], [5.452, 4.052, -0.889], [5.215, 2.694, -0.767], [6.237, 1.789, -0.533], [7.533, 2.260, -0.408], [3.854, 2.210, -0.889], [2.913, 2.655, -1.795], [1.797, 1.918, -1.595], [2.045, 1.028, -0.551], [3.304, 1.242, -0.159], [6.959, 5.574, -0.865], [4.640, 4.751, -1.048], [6.040, 0.726, -0.468], [8.349, 1.575, -0.228], [3.122, 3.438, -2.506], [0.852, 1.969, -2.109], [3.806, 0.766, 0.668], [3.077, -0.266, -4.097], [3.304, -1.559, -3.439], [4.392, -2.361, -3.708], [4.247, -3.486, -2.976], [3.070, -3.359, -2.270], [2.530, -4.426, -1.419], [2.507, -2.172, -2.551], [0.751, -1.651, -2.051], [3.322, -0.366, -5.151], [3.712, 0.494, -3.646], [2.031, 0.006, -3.997], [5.161, -2.071, -4.405], [4.862, -4.368, -2.911], [2.450, -5.339, -2.003], [1.543, -4.137, -1.076], [3.197, -4.591, -0.576]], "forces_ev_per_angstrom": [[-0.06, -0.37, -0.13], [-0.08, 0.02, -0.03], [0.06, 0.06, 0.13], [0.22, 0.03, -0.27], [-0.01, -0.16, 0.08], [0.15, -0.08, 0.04], [-0.04, 0.07, 0.03], [0.00, 0.02, 0.01], [-0.04, 0.12, 0.07], [-0.11, -0.15, -0.10], [0.02, 0.05, 0.05], [0.07, 0.18, -0.07], [-0.08, -0.12, 0.07], [-0.02, -0.01, 0.01], [-0.01, -0.09, 0.03], [-0.14, 0.10, -0.02], [0.22, 0.13, 0.11], [-0.05, -0.03, -0.02], [0.05, 0.00, -0.04], [0.02, 0.00, 0.01], [0.00, -0.01, 0.00], [-0.01, 0.01, -0.01], [0.00, -0.01, -0.02], [0.02, -0.01, 0.00], [0.01, 0.02, -0.01], [-0.02, 0.01, -0.02], [0.02, 0.02, -0.03], [-0.12, -0.04, 0.00], [-0.12, -0.03, -0.03], [0.19, 0.02, 0.03], [0.01, 0.07, 0.00], [-0.03, 0.11, 0.02], [-0.20, -0.05, 0.00], [0.03, -0.07, 0.01], [0.03, -0.02, 0.00], [0.23, 0.12, -0.14], [0.12, 0.05, 0.03], [0.05, -0.08, 0.23], [-0.05, -0.05, -0.31], [-0.22, 0.09, 0.14], [0.00, -0.01, 0.00], [0.03, -0.02, 0.00], [0.01, 0.03, -0.02], [-0.01, 0.01, 0.00], [0.03, -0.03, 0.03], [0.00, -0.05, -0.01], [0.03, -0.06, -0.06], [0.04, -0.10, 0.04], [0.07, 0.19, -0.14], [-0.06, 0.12, -0.02], [-0.13, -0.04, 0.08], [0.06, -0.19, 0.13], [0.08, 0.09, -0.10], [0.10, -0.01, 0.04], [-0.26, 0.18, 0.12], [-0.01, -0.02, 0.00], [-0.01, -0.01, 0.01], [-0.02, 0.00, 0.01], [-0.04, 0.01, 0.02], [-0.02, 0.02, 0.01], [0.00, -0.01, -0.03], [-0.05, 0.01, 0.02], [0.01, 0.01, 0.01]], "mulliken_charge": [0.33, -0.51, 0.06, 0.02, -0.94, 0.72, -0.99, -0.23, -0.95, 0.03, -0.24, 0.93, -0.69, -0.32, -0.71, -0.25, 0.28, 0.63, 0.29, 0.54, 0.47, 0.46, 0.46, 0.56, 0.50, 0.48, 0.53, -0.37, -0.15, 0.43, -0.80, -0.54, 0.80, -0.28, -0.86, 0.30, -0.47, -0.84, 0.39, -0.47, 0.48, 0.48, 0.44, 0.47, 0.52, 0.62, 0.64, -0.94, 0.19, -0.48, -0.50, 0.13, -0.85, 0.33, -0.12, 0.41, 0.30, 0.33, 0.53, 0.51, 0.39, 0.19, 0.36], "multiplicity": 4, "energy_ev": -109824.448, "largest_force_ev_per_a": 0.4, "total_charge": 3, "homo_lumo_gap_ev": [6.3, 5.7]}